# C41H56Cl2CrN2O4Se2

A molecular structure, C41H56Cl2CrN2O4Se2 at a distorted geometry (ωB97M-V/def2-TZVPD, the Open Molecules 2025 dataset).

XYZ file:
```
108
Properties=species:S:1:pos:R:3
Cr 0.076 -0.244 -0.250
C 1.490 4.512 5.188
C 2.140 4.613 3.798
C 3.640 4.885 3.944
C 1.508 5.801 3.066
C 1.913 3.293 3.074
C 1.299 3.228 1.842
C 1.009 1.978 1.275
N 0.308 1.710 0.161
C -0.256 2.542 -0.727
C 0.251 3.756 -1.189
C -0.459 4.456 -2.137
C -1.765 4.018 -2.433
C -2.326 2.836 -1.992
C -1.483 1.967 -1.246
O -1.705 0.737 -0.966
C -3.789 2.538 -2.309
C -4.629 3.737 -1.830
C -3.968 2.354 -3.822
C -4.310 1.289 -1.593
C 0.122 5.637 -2.894
C -0.013 5.340 -4.397
C 1.609 5.834 -2.588
C -0.627 6.930 -2.545
C 1.247 0.775 2.008
O 0.719 -0.315 1.484
C 1.919 0.837 3.237
C 2.268 2.094 3.711
C 2.121 -0.441 4.034
C 2.797 -1.505 3.160
C 2.979 -0.234 5.283
C 0.730 -0.930 4.469
H 1.472 5.487 5.671
H 0.466 4.152 5.098
H 2.041 3.832 5.832
H 3.796 5.802 4.507
H 4.134 4.075 4.470
H 4.102 4.996 2.965
H 1.647 6.705 3.654
H 1.971 5.965 2.096
H 0.440 5.653 2.928
H 0.989 4.117 1.322
H 1.224 4.066 -0.850
H -2.353 4.645 -3.087
H -4.391 4.640 -2.385
H -5.690 3.534 -1.962
H -4.444 3.934 -0.775
H -3.667 3.248 -4.365
H -3.362 1.518 -4.168
H -5.011 2.147 -4.056
H -4.147 1.363 -0.519
H -5.378 1.173 -1.775
H -3.804 0.396 -1.949
H 0.420 4.365 -4.616
H -1.054 5.329 -4.706
H 0.512 6.094 -4.981
H 2.164 4.921 -2.792
H 2.015 6.624 -3.216
H 1.763 6.126 -1.552
H -1.693 6.839 -2.742
H -0.496 7.174 -1.493
H -0.233 7.752 -3.139
H 2.807 2.158 4.640
H 3.769 -1.157 2.816
H 2.935 -2.420 3.731
H 2.185 -1.735 2.290
H 3.963 0.145 5.018
H 2.506 0.450 5.983
H 3.112 -1.189 5.784
H 0.094 -1.077 3.600
H 0.812 -1.873 5.006
H 0.256 -0.194 5.116
C -3.756 -2.484 -0.272
Se -2.437 -1.688 0.941
C -1.475 -3.389 1.281
C -0.692 -3.902 0.092
Se 0.897 -2.789 -0.204
C 1.422 -3.541 -1.927
H -4.055 -3.456 0.117
H -3.316 -2.574 -1.259
H -4.619 -1.828 -0.310
H -2.233 -4.113 1.585
H -0.816 -3.201 2.130
H -1.283 -3.862 -0.822
H -0.351 -4.927 0.273
H 1.783 -4.557 -1.770
H 2.220 -2.926 -2.339
H 0.566 -3.544 -2.596
Cl 5.802 -0.670 -1.208
C 4.332 0.296 -1.124
Cl 2.999 -0.634 -0.407
H 4.021 0.592 -2.124
H 4.524 1.160 -0.490
O 1.826 1.301 -2.715
C 0.924 0.546 -3.048
N 0.308 -0.326 -2.194
C -0.629 -1.062 -2.847
O -1.290 -1.934 -2.281
C -0.649 -0.645 -4.257
C -1.425 -1.038 -5.328
C -1.239 -0.377 -6.535
C -0.294 0.634 -6.664
C 0.508 1.012 -5.592
C 0.312 0.369 -4.387
H -2.151 -1.829 -5.216
H -1.839 -0.656 -7.388
H -0.183 1.137 -7.616
H 1.254 1.788 -5.697
```

Computed properties:
Highest occupied orbital energy (alpha / beta) in eV: -7.23 / -7.23
HOMO-LUMO gap (alpha / beta) in Ha: 0.21418 / 0.21444
Electronic energy in eV: -238756.2474



# C41H56N6O3SSr

A molecular structure, C41H56N6O3SSr (ωB97M-V/def2-TZVPD, the Open Molecules 2025 dataset).

XYZ file:
```
108
Properties=species:S:1:pos:R:3
Sr -1.106 -0.442 0.378
C -2.176 2.177 2.059
C -1.118 1.860 3.117
N -0.291 0.696 2.767
C -0.250 -0.368 3.771
C -1.521 -1.197 3.770
C -2.207 -1.447 4.950
C -3.402 -2.148 4.895
C -3.897 -2.529 3.660
C -3.156 -2.242 2.520
C -3.694 -2.535 1.140
N -3.703 -1.321 0.313
C -4.701 -0.317 0.720
C -4.100 1.076 0.901
N -2.990 0.991 1.842
N -1.967 -1.633 2.589
H -1.694 2.454 1.113
H -2.757 3.050 2.393
H -1.629 1.662 4.067
H -0.495 2.744 3.277
H 0.658 0.979 2.552
H -0.109 0.013 4.790
H 0.604 -1.006 3.534
H -1.816 -1.084 5.891
H -3.957 -2.360 5.800
H -4.851 -3.029 3.566
H -4.690 -2.984 1.232
H -3.052 -3.266 0.650
H -3.837 -1.613 -0.650
H -5.145 -0.632 1.671
H -5.521 -0.260 0.000
H -4.893 1.761 1.236
H -3.716 1.454 -0.047
H -3.323 0.639 2.733
O 1.335 -1.347 0.889
C 2.518 -0.639 0.447
C 2.033 0.520 -0.483
O 2.878 1.114 -1.154
O 0.807 0.798 -0.396
C 3.456 -1.572 -0.296
C 3.010 -2.782 -0.814
C 3.880 -3.613 -1.512
C 5.198 -3.236 -1.703
C 5.645 -2.021 -1.197
C 4.782 -1.195 -0.499
C 3.163 -0.054 1.703
C 3.153 1.306 1.989
C 3.647 1.777 3.201
C 4.161 0.894 4.138
C 4.193 -0.465 3.852
C 3.703 -0.931 2.643
H 1.622 -2.177 1.289
H 1.974 -3.075 -0.705
H 3.515 -4.549 -1.913
H 5.875 -3.881 -2.249
H 6.672 -1.714 -1.352
H 5.128 -0.243 -0.119
H 2.778 2.008 1.256
H 3.639 2.841 3.405
H 4.549 1.261 5.079
H 4.610 -1.162 4.568
H 3.757 -1.991 2.417
C -1.729 1.104 -6.062
C -0.475 1.932 -5.800
C 0.606 1.162 -5.045
C 0.244 0.864 -3.595
N 0.198 2.082 -2.795
C -0.881 2.550 -2.170
S -2.431 1.844 -2.251
N -0.721 3.651 -1.402
C 0.477 4.468 -1.296
C 1.272 4.138 -0.035
C 2.585 4.904 0.093
C 3.587 4.562 -1.008
H -2.449 1.662 -6.662
H -2.224 0.829 -5.130
H -1.482 0.186 -6.602
H -0.740 2.830 -5.234
H -0.062 2.277 -6.752
H 1.548 1.718 -5.064
H 0.795 0.208 -5.548
H 0.987 0.205 -3.143
H -0.723 0.375 -3.518
H 1.096 2.335 -2.402
H -1.586 4.011 -1.038
H 0.178 5.519 -1.301
H 1.085 4.319 -2.189
H 1.461 3.064 -0.046
H 0.632 4.340 0.832
H 3.029 4.669 1.065
H 2.388 5.982 0.103
H 3.721 3.480 -1.082
H 4.557 5.019 -0.809
H 3.256 4.923 -1.983
C -0.815 -2.104 -1.813
C -1.582 -3.250 -1.493
C -2.899 -3.463 -1.999
C -3.668 -4.549 -1.623
C -3.193 -5.504 -0.723
C -1.900 -5.338 -0.227
C -1.123 -4.254 -0.589
H -1.119 -1.544 -2.692
H 0.264 -2.191 -1.696
H -3.285 -2.761 -2.733
H -4.658 -4.667 -2.051
H -3.794 -6.358 -0.444
H -1.492 -6.077 0.455
H -0.114 -4.169 -0.192
```

Computed properties:
Highest occupied orbital energy in eV: -5.46
HOMO-LUMO gap in Ha: 0.20367
Energy relative to the best compared isomer or geometry (same formula, charge and spin) in kJ/mol: 0.0
Electronic energy in eV: -70184.6977



# C41H57InN7SSbSeSi3Te

A molecular structure, C41H57InN7SSbSeSi3Te (ωB97M-V/def2-TZVPD, the Open Molecules 2025 dataset).

XYZ file:
```
113
Properties=species:S:1:pos:R:3
In 0.092 -1.099 -0.363
N 1.531 -4.665 0.227
N 2.486 -4.657 -0.791
C 2.336 -3.934 -1.901
N 3.240 -4.141 -2.858
S 1.080 -2.813 -2.253
H 1.989 -4.439 1.115
H 1.094 -5.582 0.286
H 3.270 -5.297 -0.730
H 3.952 -4.851 -2.789
H 3.187 -3.599 -3.704
C -1.906 1.154 2.186
Sb 0.256 1.326 2.092
C 0.821 -0.798 1.598
C 0.272 -1.754 2.704
C -0.285 -3.177 2.260
C 0.235 -4.314 3.089
C 0.727 -4.086 4.296
C 0.688 -2.646 4.783
N 1.292 -1.882 3.713
Si 2.745 -1.021 1.772
C 3.445 -0.043 3.187
C 3.650 -0.475 0.231
C 3.246 -2.809 2.006
C 0.478 2.700 0.323
C 1.077 2.162 -0.954
C 1.622 3.080 -1.869
C 2.309 2.678 -2.986
C 2.459 1.320 -3.220
C 1.849 0.460 -2.349
N 1.146 0.839 -1.251
Si 1.687 4.035 1.126
C 1.127 4.549 2.829
C 3.381 3.279 1.179
C 1.834 5.670 0.241
Si -1.187 3.478 -0.214
C -2.159 2.137 -1.065
C -1.007 4.768 -1.548
C -2.047 4.314 1.219
H -2.168 1.152 3.244
H -2.284 0.246 1.713
H -2.387 2.007 1.737
H -0.171 -3.396 1.203
H 0.167 -5.322 2.694
H 1.126 -4.869 4.926
H 1.237 -2.523 5.712
H 3.074 0.978 3.250
H 4.530 0.004 3.065
H 3.224 -0.528 4.136
H 3.460 0.554 -0.055
H 3.411 -1.122 -0.621
H 4.726 -0.564 0.406
H 2.477 -3.471 2.413
H 4.043 -2.808 2.754
H 3.662 -3.223 1.085
H 1.522 4.128 -1.657
H 2.738 3.413 -3.655
H 3.012 0.935 -4.065
H 1.944 -0.599 -2.520
H 0.914 3.746 3.531
H 0.254 5.200 2.775
H 1.939 5.141 3.259
H 3.417 2.375 1.783
H 4.084 3.990 1.618
H 3.745 3.033 0.179
H 0.882 6.193 0.159
H 2.314 5.651 -0.736
H 2.469 6.283 0.887
H -1.713 1.987 -2.050
H -3.197 2.435 -1.227
H -2.172 1.179 -0.552
H -0.714 4.348 -2.511
H -0.327 5.580 -1.306
H -2.000 5.210 -1.675
H -1.717 3.980 2.201
H -3.127 4.165 1.165
H -1.867 5.390 1.159
Se -3.750 -2.982 0.983
N -2.233 -2.112 1.291
C -1.735 -2.613 2.566
C -1.074 -1.559 3.470
C -0.775 -2.103 4.881
C -1.724 -3.136 5.410
C -2.621 -3.787 4.675
C -2.774 -3.468 3.253
N -3.824 -3.818 2.609
H -1.521 -0.579 3.502
H -0.782 -1.261 5.575
H -1.636 -3.374 6.465
H -3.288 -4.520 5.104
Te -2.073 -1.597 -2.334
C -1.198 -1.191 -4.191
C -0.550 0.011 -4.441
C -0.067 0.265 -5.718
C -0.229 -0.676 -6.725
C -0.875 -1.878 -6.463
C -1.365 -2.142 -5.193
C -3.726 -0.305 -2.570
C -4.938 -0.752 -2.059
C -6.086 0.005 -2.259
C -6.021 1.180 -2.991
C -4.814 1.594 -3.536
C -3.659 0.856 -3.329
H -0.424 0.750 -3.660
H 0.431 1.203 -5.926
H 0.142 -0.471 -7.720
H -1.007 -2.607 -7.251
H -1.875 -3.076 -4.994
H -5.015 -1.696 -1.538
H -7.031 -0.341 -1.862
H -6.918 1.760 -3.159
H -4.768 2.496 -4.133
H -2.733 1.183 -3.777
```

Computed properties:
Highest occupied orbital energy (alpha / beta) in eV: -12.41 / -12.28
HOMO-LUMO gap (alpha / beta) in Ha: 0.24973 / 0.24866
Energy relative to the best compared isomer or geometry (same formula, charge and spin) in kJ/mol: 419.8
Total charge: +2
Electronic energy in eV: -172675.8053